Here is a cluster of 5 separate species, C18H46BrCl2N4O9PS in total from the Open Molecules 2025 dataset. Energies are from wB97M-V/def2-TZVPD.

The geometry in ORCA input format:
```
! wB97M-V def2-TZVPD RIJCOSX def2/J DEFGRID3
* xyz 0 1
O -0.38775 0.02275 3.42819
S -1.10632 0.47505 2.28321
O -0.76249 0.05925 0.97877
O -1.22402 2.04580 2.34401
C -2.28603 2.44300 3.22443
P -1.75275 3.02007 4.94956
O -0.83669 1.80578 5.47042
Br -0.29034 4.48189 4.09079
C -3.31116 1.25597 3.18226
Cl -4.76585 1.67736 2.28783
Cl -3.74940 0.68575 4.80156
O -2.67398 0.20411 2.48953
H -2.72915 3.32538 2.76364
H -0.37589 1.25045 4.81898
C 1.48182 -1.48446 -1.01383
O 2.86817 -1.77071 -0.97840
C 3.23795 -2.89567 -0.20677
C 3.15769 -4.23521 -0.94650
C 1.73761 -4.74008 -1.17657
N 3.87053 -4.22002 -2.22726
H 1.00682 -1.71088 -0.05528
H 0.96671 -2.03994 -1.80159
H 1.37480 -0.41895 -1.21017
H 4.27971 -2.72311 0.07607
H 2.64031 -2.93366 0.71422
H 3.67029 -4.95993 -0.30446
H 1.25811 -4.20105 -1.99435
H 1.75835 -5.79406 -1.45081
H 1.12280 -4.62310 -0.28246
H 4.84511 -3.98806 -2.05474
H 3.51050 -3.44723 -2.78115
C -9.64296 -3.17943 0.71272
O -8.62005 -2.89833 1.64608
C -7.35584 -2.58598 1.09336
C -7.16427 -1.11047 0.72740
C -7.92929 -0.66874 -0.51514
N -7.48147 -0.20427 1.83197
H -9.25117 -3.73213 -0.14801
H -10.13493 -2.27449 0.34787
H -10.38250 -3.79760 1.21971
H -6.62998 -2.84306 1.86876
H -7.15898 -3.22447 0.22153
H -6.09384 -0.99616 0.52023
H -8.98746 -0.52514 -0.29343
H -7.54055 0.28457 -0.87144
H -7.84355 -1.40132 -1.31947
H -6.87117 -0.39494 2.62022
H -8.42107 -0.40925 2.16017
C 0.26238 8.32655 4.05625
O -0.73750 7.75602 3.23667
C -1.83601 8.59608 2.93885
C -1.61791 9.54794 1.75753
C -0.68445 10.71504 2.05982
N -1.15312 8.86489 0.55084
H -0.17322 9.00718 4.79544
H 1.01170 8.87335 3.47891
H 0.75586 7.50966 4.58265
H -2.65468 7.91805 2.68379
H -2.13131 9.15812 3.83539
H -2.60648 9.96150 1.52922
H 0.35792 10.39460 2.05396
H -0.79143 11.48250 1.29443
H -0.90116 11.16014 3.03253
H -1.84106 8.18526 0.24495
H -0.31901 8.33170 0.77788
C 9.92799 -6.12509 -4.47338
O 8.92223 -5.54706 -3.66802
C 8.18702 -4.49703 -4.26801
C 6.99724 -4.94760 -5.12336
C 7.39080 -5.56128 -6.46289
N 6.09644 -5.86120 -4.42280
H 10.42516 -5.36751 -5.08918
H 9.53773 -6.90416 -5.13280
H 10.66269 -6.57094 -3.80408
H 7.80390 -3.90262 -3.43443
H 8.86077 -3.85769 -4.85529
H 6.42738 -4.03421 -5.33012
H 7.74269 -6.58567 -6.33451
H 6.52400 -5.59774 -7.12151
H 8.17833 -4.98645 -6.95398
H 5.70471 -5.40547 -3.60397
H 6.64406 -6.64213 -4.07244
*
```

LUMO energy ... 0.26 eV
SMILES string ... O=S1(=O)O[C@H](P(O)Br)C(Cl)(Cl)O1.COC[C@@H](C)N.COC[C@@H](C)N.COC[C@@H](C)N.COC[C@@H](C)N
HOMO-LUMO gap ... 9.175 eV
DFT total energy ... -5843.48380 hartree